(1)
{"formula": "C3H5NdO4", "method": "ωB97M-V/def2-TZVPD", "multiplicity": 5, "molar_mass_g_mol": 249.31, "homo_energy_ev": [-12.651, -12.673], "charge": 1, "energy_ha": -979.4028, "relative_energy_kcal_mol": 43.0, "gap_ev": [7.20, 7.27], "symbols": ["O", "C", "C", "O", "O", "C", "H", "H", "H", "H", "Nd", "O", "H"], "xyz": [[-0.775, -0.803, -0.069], [-0.586, 0.593, 0.492], [0.502, -1.420, -0.120], [-1.266, 0.908, 1.549], [0.788, 0.753, 0.589], [1.454, -0.235, -0.184], [0.560, -2.062, -1.006], [0.668, -2.012, 0.794], [1.586, 0.120, -1.219], [2.428, -0.435, 0.276], [-3.032, 2.636, 0.877], [-1.141, 1.340, -0.616], [-1.186, 0.618, -1.362]], "forces_ev_per_angstrom": [[0.111, 1.104, 0.778], [0.020, -1.708, -0.689], [0.114, -0.197, 0.264], [-1.289, 1.314, 0.169], [-0.599, 0.223, 0.323], [0.187, -0.149, -0.275], [-0.018, 0.110, 0.258], [-0.030, 0.093, -0.289], [0.035, -0.063, 0.241], [-0.228, 0.121, -0.168], [2.446, -2.192, 0.044], [-0.823, -0.702, -2.494], [0.074, 2.045, 1.837]]}



(2)
{"formula": "Cl4IMnO16", "method": "ωB97M-V/def2-TZVPD", "multiplicity": 6, "molar_mass_g_mol": 579.64, "homo_energy_ev": [-0.891, -0.899], "charge": -3, "energy_ha": -4492.2402, "relative_energy_kcal_mol": 93.3, "gap_ev": [7.22, 7.22], "symbols": ["Mn", "I", "Cl", "O", "O", "O", "O", "Cl", "O", "O", "O", "O", "Cl", "O", "O", "O", "O", "Cl", "O", "O", "O", "O"], "xyz": [[-17.142, -23.370, -9.221], [-14.901, -25.185, -8.398], [-15.125, -20.775, -10.165], [-16.208, -21.357, -9.435], [-14.832, -21.955, -10.894], [-15.592, -19.887, -11.051], [-13.883, -20.324, -9.510], [-18.416, -24.998, -12.378], [-19.757, -25.410, -12.148], [-17.781, -24.324, -11.279], [-17.642, -26.162, -12.465], [-18.312, -24.437, -13.619], [-19.980, -20.884, -10.175], [-21.404, -20.601, -10.340], [-19.709, -21.937, -9.443], [-19.247, -21.058, -11.319], [-19.474, -19.767, -9.474], [-19.972, -25.436, -7.696], [-20.815, -25.794, -8.956], [-19.420, -26.722, -7.265], [-18.898, -24.515, -8.096], [-20.644, -24.828, -6.653]], "forces_ev_per_angstrom": [[-0.252, -0.854, -0.906], [-0.719, 0.691, -0.098], [4.422, -6.588, -0.429], [-2.996, 1.123, 4.976], [2.862, -1.842, -1.913], [-2.423, 6.429, -3.140], [-2.359, 0.162, 0.776], [-0.137, -4.908, 1.989], [-1.150, 1.215, 0.992], [-0.289, 3.024, 1.656], [1.918, -3.535, -0.031], [0.074, 4.552, -3.910], [-2.991, 8.526, -1.707], [0.275, -1.179, -0.794], [0.834, -10.371, 7.238], [1.321, 0.188, -5.813], [0.905, 2.928, 1.185], [0.826, -4.064, -5.973], [1.688, 1.785, 3.702], [0.016, 1.230, 0.163], [0.497, 0.059, -0.218], [-2.321, 1.430, 2.257]]}



(3)
{"formula": "C19H27N3O2", "method": "ωB97M-V/def2-TZVPD", "molar_mass_g_mol": 329.44, "homo_energy_ev": -8.180, "smiles": "CCCCN(CC)Cc1ccc(CNC(=O)Nc2ccccc2)o1", "charge": 0, "energy_ha": -1054.9537, "relative_energy_kcal_mol": 45.1, "gap_ev": 8.91, "symbols": ["C", "C", "C", "C", "N", "C", "C", "C", "C", "C", "C", "C", "C", "N", "C", "O", "N", "C", "C", "C", "C", "C", "C", "O", "H", "H", "H", "H", "H", "H", "H", "H", "H", "H", "H", "H", "H", "H", "H", "H", "H", "H", "H", "H", "H", "H", "H", "H", "H", "H", "H"], "xyz": [[5.432, 3.005, -1.071], [4.358, 1.961, -0.791], [3.616, 1.557, -2.061], [2.525, 0.525, -1.769], [1.919, 0.033, -3.000], [0.897, 0.928, -3.516], [0.639, 0.705, -5.002], [1.476, -1.352, -2.892], [0.428, -1.574, -1.846], [-0.933, -1.495, -1.889], [-1.389, -1.709, -0.564], [-0.272, -1.895, 0.196], [-0.093, -2.147, 1.662], [-1.109, -1.505, 2.464], [-0.901, -0.231, 2.915], [0.168, 0.338, 2.860], [-1.994, 0.399, 3.474], [-3.279, -0.063, 3.753], [-4.344, 0.834, 3.662], [-5.633, 0.424, 3.939], [-5.884, -0.886, 4.315], [-4.830, -1.774, 4.434], [-3.533, -1.371, 4.165], [0.829, -1.813, -0.576], [5.951, 3.277, -0.155], [4.988, 3.905, -1.493], [6.162, 2.621, -1.780], [3.643, 2.357, -0.066], [4.820, 1.077, -0.346], [3.179, 2.447, -2.518], [4.315, 1.126, -2.780], [1.777, 0.957, -1.086], [2.985, -0.322, -1.255], [-0.048, 0.838, -2.953], [1.264, 1.947, -3.382], [0.113, -0.229, -5.183], [1.583, 0.682, -5.538], [0.031, 1.517, -5.395], [1.090, -1.663, -3.863], [2.352, -1.960, -2.654], [-1.541, -1.322, -2.754], [-2.409, -1.717, -0.235], [0.875, -1.743, 1.971], [-0.113, -3.223, 1.873], [-2.061, -1.780, 2.276], [-1.832, 1.384, 3.635], [-4.149, 1.856, 3.371], [-6.446, 1.130, 3.861], [-6.893, -1.207, 4.526], [-5.012, -2.789, 4.752], [-2.715, -2.059, 4.311]], "forces_ev_per_angstrom": [[-0.130, -0.159, 0.168], [0.002, 0.154, -0.288], [-0.119, -0.181, 0.418], [0.260, 0.223, -0.210], [0.061, -0.021, -0.027], [0.028, 0.008, -0.229], [-0.002, 0.091, 0.287], [0.026, 0.059, 0.257], [-0.646, 0.044, -0.791], [0.636, -0.133, -0.061], [0.415, -0.081, 0.496], [-0.829, 0.130, 0.112], [0.328, -0.032, -0.090], [-0.137, -0.254, -0.121], [-0.152, -0.043, 0.047], [0.331, 0.118, -0.105], [0.084, 0.544, 0.158], [-0.341, -0.217, 0.019], [0.107, -0.040, -0.033], [0.002, -0.002, 0.056], [-0.101, -0.067, 0.037], [-0.103, 0.009, -0.037], [0.087, 0.050, 0.024], [0.342, -0.090, 0.213], [0.110, 0.090, 0.037], [-0.001, 0.120, -0.054], [0.109, 0.009, -0.081], [-0.009, -0.052, 0.087], [-0.044, -0.045, 0.075], [0.007, 0.058, -0.085], [0.008, 0.003, -0.069], [0.019, -0.095, 0.048], [-0.036, 0.014, 0.057], [0.097, 0.099, 0.025], [-0.064, -0.018, 0.056], [-0.071, -0.100, -0.095], [0.084, -0.002, -0.093], [-0.105, 0.032, -0.093], [0.012, -0.097, 0.097], [-0.079, -0.057, -0.095], [-0.040, 0.051, -0.247], [-0.180, 0.001, 0.156], [-0.114, -0.142, -0.016], [0.084, 0.156, -0.012], [0.029, 0.048, 0.093], [0.109, -0.194, -0.062], [0.023, 0.089, -0.076], [-0.057, 0.063, -0.011], [-0.086, -0.028, 0.018], [-0.008, -0.079, 0.031], [0.054, -0.037, 0.013]]}



(4)
{"formula": "C5H16NO", "method": "ωB97M-V/def2-TZVPD", "molar_mass_g_mol": 106.19, "homo_energy_ev": -14.222, "charge": 1, "energy_ha": -329.8428, "relative_energy_kcal_mol": 23.9, "gap_ev": 10.92, "symbols": ["C", "C", "C", "C", "C", "N", "H", "H", "H", "H", "H", "H", "H", "H", "H", "H", "H", "H", "H", "H", "H", "H", "O"], "xyz": [[-0.165, -0.904, -1.212], [-0.128, 0.583, -0.864], [-0.824, 0.947, 0.438], [-2.397, 1.019, 0.161], [-0.437, 2.266, 1.131], [0.722, -1.722, -0.210], [-1.177, -1.275, -1.007], [0.159, -1.216, -2.234], [0.911, 1.019, -0.815], [-0.661, 1.096, -1.680], [-0.760, 0.138, 1.193], [-2.857, 1.923, -0.333], [-2.573, 0.206, -0.598], [-2.806, 0.842, 1.149], [0.373, 2.280, 1.864], [-1.253, 2.628, 1.764], [-0.301, 3.067, 0.380], [0.688, -2.690, -0.556], [0.356, -1.787, 0.734], [1.719, -1.397, -0.352], [4.155, -2.441, -0.367], [3.804, -2.329, 1.155], [3.451, -2.253, 0.263]], "forces_ev_per_angstrom": [[-0.065, -0.371, 1.100], [1.342, 0.816, -0.256], [-2.224, 0.580, 0.568], [1.067, -0.660, -1.124], [-0.105, 0.683, -0.156], [0.242, -0.045, -2.680], [0.199, -0.010, -0.400], [-0.153, 0.509, 0.898], [-0.721, -0.726, -0.445], [0.357, -0.038, 0.144], [0.279, 0.141, -0.336], [1.064, -0.524, 0.803], [-0.549, 0.404, 1.131], [-0.860, -0.134, -0.291], [0.493, -0.421, -0.610], [-0.294, -0.265, -0.285], [0.196, -0.345, 0.321], [0.313, 0.240, 0.185], [0.357, 0.721, 0.291], [-0.932, -0.616, 1.240], [0.176, -0.035, 0.282], [0.260, -0.031, -0.134], [-0.442, 0.129, -0.245]]}



Please write out number 2 again, unchanged.
{"formula": "Cl4IMnO16", "method": "ωB97M-V/def2-TZVPD", "multiplicity": 6, "molar_mass_g_mol": 579.64, "homo_energy_ev": [-0.891, -0.899], "charge": -3, "energy_ha": -4492.2402, "relative_energy_kcal_mol": 93.3, "gap_ev": [7.22, 7.22], "symbols": ["Mn", "I", "Cl", "O", "O", "O", "O", "Cl", "O", "O", "O", "O", "Cl", "O", "O", "O", "O", "Cl", "O", "O", "O", "O"], "xyz": [[-17.142, -23.370, -9.221], [-14.901, -25.185, -8.398], [-15.125, -20.775, -10.165], [-16.208, -21.357, -9.435], [-14.832, -21.955, -10.894], [-15.592, -19.887, -11.051], [-13.883, -20.324, -9.510], [-18.416, -24.998, -12.378], [-19.757, -25.410, -12.148], [-17.781, -24.324, -11.279], [-17.642, -26.162, -12.465], [-18.312, -24.437, -13.619], [-19.980, -20.884, -10.175], [-21.404, -20.601, -10.340], [-19.709, -21.937, -9.443], [-19.247, -21.058, -11.319], [-19.474, -19.767, -9.474], [-19.972, -25.436, -7.696], [-20.815, -25.794, -8.956], [-19.420, -26.722, -7.265], [-18.898, -24.515, -8.096], [-20.644, -24.828, -6.653]], "forces_ev_per_angstrom": [[-0.252, -0.854, -0.906], [-0.719, 0.691, -0.098], [4.422, -6.588, -0.429], [-2.996, 1.123, 4.976], [2.862, -1.842, -1.913], [-2.423, 6.429, -3.140], [-2.359, 0.162, 0.776], [-0.137, -4.908, 1.989], [-1.150, 1.215, 0.992], [-0.289, 3.024, 1.656], [1.918, -3.535, -0.031], [0.074, 4.552, -3.910], [-2.991, 8.526, -1.707], [0.275, -1.179, -0.794], [0.834, -10.371, 7.238], [1.321, 0.188, -5.813], [0.905, 2.928, 1.185], [0.826, -4.064, -5.973], [1.688, 1.785, 3.702], [0.016, 1.230, 0.163], [0.497, 0.059, -0.218], [-2.321, 1.430, 2.257]]}



- What is the formula in the fourth record?
  C5H16NO